No. 1
124
Properties=species:S:1:pos:R:3:mulliken_charge:R:1 method="wB97M-V/def2-TZVPD" e_homo_ev=-8.72 smiles="O=C1OCCO1.O=C1OCCO1.CNC(C)=O.CNC(C)=O.CNC(C)=O.CNC(C)=O.CNC(C)=O.CNC(C)=O.CNC(C)=O.CNC(C)=O.ClCCCl" gap_ev=8.6163 largest_force_ev_per_a=2.865
O 2.148 -0.458 1.502 0.08
C 1.725 -0.981 2.476 -0.26
O 0.402 -1.259 2.693 0.20
C 0.226 -1.457 4.099 -0.40
C 1.605 -1.892 4.585 -0.45
O 2.435 -1.378 3.550 -0.49
H -0.098 -0.522 4.539 0.23
H -0.440 -2.294 4.312 0.36
H 1.879 -2.938 4.704 0.30
H 1.791 -1.337 5.507 0.33
O -5.949 -1.622 -4.375 -0.56
C -4.939 -2.085 -3.960 0.60
O -4.285 -3.134 -4.504 -0.39
C -3.072 -3.335 -3.822 -0.32
C -3.296 -2.625 -2.482 0.67
O -4.284 -1.649 -2.865 -0.25
H -2.900 -4.387 -3.599 0.41
H -2.177 -2.932 -4.303 0.19
H -2.420 -2.167 -2.038 -0.52
H -3.748 -3.373 -1.829 0.17
C -0.508 -4.260 2.184 -0.77
N -1.919 -3.953 2.054 -0.19
C -2.430 -3.185 1.079 0.84
C -3.849 -2.751 1.222 -1.27
O -1.753 -2.745 0.149 -0.56
H -0.312 -5.291 1.879 0.36
H -0.154 -4.118 3.201 0.35
H 0.028 -3.631 1.475 0.04
H -2.535 -4.181 2.815 0.27
H -4.538 -3.198 0.501 0.35
H -3.856 -1.722 0.854 0.23
H -4.265 -2.860 2.220 0.42
C 7.187 -0.794 -4.068 -1.09
N 6.277 -0.085 -3.219 0.26
C 6.569 1.096 -2.662 0.34
C 5.422 1.884 -2.072 0.58
O 7.665 1.652 -2.719 -0.69
H 6.678 -1.670 -4.485 0.42
H 8.045 -1.229 -3.548 0.33
H 7.442 -0.195 -4.940 0.31
H 5.494 -0.549 -2.755 0.02
H 4.518 1.687 -2.659 0.33
H 5.617 2.948 -2.082 0.48
H 5.137 1.530 -1.077 -0.96
C 5.400 -0.399 0.519 -0.59
N 4.780 0.891 0.631 0.06
C 5.384 2.106 0.794 0.80
C 4.417 3.288 0.514 -0.89
O 6.567 2.217 1.062 -0.68
H 5.545 -0.746 -0.507 0.03
H 4.765 -1.109 1.048 0.17
H 6.386 -0.368 0.980 0.40
H 3.785 0.984 0.550 -1.07
H 4.783 3.852 -0.338 0.33
H 4.298 3.841 1.445 0.29
H 3.431 2.908 0.245 0.14
C -1.333 5.055 5.052 -0.85
N -0.082 4.582 4.483 -0.17
C 0.019 3.447 3.782 0.46
C 1.374 3.124 3.199 -0.34
O -0.918 2.656 3.638 -0.70
H -2.182 4.577 4.574 0.24
H -1.463 6.120 4.862 0.33
H -1.304 4.823 6.117 0.31
H 0.758 5.127 4.561 0.23
H 1.390 3.162 2.111 -0.02
H 1.581 2.066 3.376 -0.12
H 2.185 3.707 3.636 0.47
C 5.366 -3.768 -2.629 -0.80
N 3.963 -3.535 -2.779 -0.12
C 3.317 -2.372 -2.525 0.45
C 1.773 -2.438 -2.450 -1.03
O 3.823 -1.317 -2.157 -0.55
H 5.628 -4.221 -1.668 0.32
H 6.045 -2.917 -2.670 0.17
H 5.763 -4.407 -3.420 0.32
H 3.310 -4.278 -2.952 0.20
H 1.412 -2.840 -3.401 0.54
H 1.487 -1.393 -2.424 -0.11
H 1.473 -2.982 -1.559 0.36
C -3.875 -0.707 -7.743 -1.02
N -3.191 -0.725 -6.452 -0.15
C -2.747 0.369 -5.809 0.54
C -1.948 0.220 -4.546 -0.48
O -2.880 1.494 -6.281 -0.68
H -3.952 0.297 -8.142 0.34
H -4.825 -1.200 -7.533 0.31
H -3.344 -1.290 -8.498 0.32
H -3.011 -1.634 -6.064 0.19
H -2.595 0.274 -3.667 0.04
H -1.276 1.067 -4.440 0.46
H -1.356 -0.694 -4.451 0.13
C -7.036 3.940 0.082 -0.83
N -5.581 3.885 0.157 -0.19
C -4.904 2.734 0.005 0.50
C -3.399 2.828 0.293 -0.16
O -5.436 1.667 -0.261 -0.64
H -7.475 3.423 0.935 0.27
H -7.320 3.457 -0.851 0.26
H -7.391 4.967 0.055 0.34
H -5.129 4.660 0.606 0.27
H -3.171 3.793 0.760 0.29
H -2.787 2.740 -0.601 0.07
H -3.049 2.125 1.047 -0.17
C -3.117 -0.106 3.296 -0.89
N -2.546 0.399 4.548 0.35
C -3.124 0.159 5.736 0.78
C -2.679 0.975 6.938 -1.07
O -3.978 -0.704 5.906 -0.69
H -2.315 -0.186 2.559 -0.25
H -3.852 0.614 2.943 0.51
H -3.446 -1.123 3.481 0.48
H -1.879 1.149 4.432 0.10
H -3.375 0.838 7.759 0.35
H -2.673 2.036 6.674 0.20
H -1.684 0.678 7.272 0.25
Cl -1.223 0.284 -1.284 0.16
C 0.153 0.121 -0.189 -0.78
C 1.291 1.092 -0.600 3.24
Cl 0.722 2.771 -0.347 -0.23
H 0.478 -0.904 -0.017 0.16
H -0.163 0.404 0.819 0.29
H 1.365 0.900 -1.670 0.46
H 2.233 0.915 -0.097 -2.32

=====

No. 2
20
Properties=species:S:1:pos:R:3:nbo_charge:R:1 method="wB97M-V/def2-TZVPD" e_homo_ev=-8.75 gap_ev=9.1511 e_above_lowest_kcal_mol=58.57 largest_force_ev_per_a=5.012
C -2.668 0.921 0.581 0.60
C -2.776 -0.495 0.622 -0.67
C -0.554 -0.167 -0.905 -0.01
C 1.003 -0.809 0.917 -0.41
C 1.809 0.231 -1.153 -0.39
N -1.543 1.332 -0.053 -0.72
N 0.763 -0.271 -0.372 -0.44
O -3.505 1.697 1.004 -0.61
O -2.511 -1.507 -1.898 -0.95
S -1.769 -1.479 -0.611 1.23
H -2.449 -0.896 1.604 0.25
H -3.788 -0.869 0.399 0.27
H -0.623 0.160 -1.903 0.23
H 1.826 -1.521 0.857 0.20
H 1.394 -0.039 1.696 0.20
H 0.106 -1.366 1.335 0.21
H 2.323 1.106 -0.928 0.20
H 2.466 -0.682 -1.321 0.20
H 1.272 0.553 -2.088 0.20
H -1.141 2.197 -0.335 0.40

=====

No. 3
20
Properties=species:S:1:pos:R:3:nbo_charge:R:1 method="wB97M-V/def2-TZVPD" e_homo_ev="-11.14 / -11.10" gap_ev="6.6158 / 4.6701" multiplicity=2 e_above_lowest_kcal_mol=0.00 largest_force_ev_per_a=6.353 charge=+1
O -0.925 1.011 1.161 -1.09
C 0.246 1.033 1.890 -0.08
C 1.361 0.304 1.155 -0.11
O 1.313 0.666 -0.228 -0.69
C 1.824 1.956 -0.549 -0.28
Al 0.537 -0.471 -1.578 0.90
H 0.243 0.656 2.931 0.18
H 0.549 2.095 1.997 0.17
H 1.250 -0.788 1.229 0.19
H 2.344 0.555 1.584 0.22
H 1.999 2.016 -1.629 0.22
H 1.067 2.712 -0.301 0.21
H 2.756 2.130 0.008 0.21
O -3.366 -1.553 -0.070 -0.71
C -3.201 -2.459 -0.950 0.68
C -1.822 -2.407 -1.603 -0.24
O -0.950 -1.427 -1.106 -1.14
Mg -1.846 -0.298 0.203 1.84
H -2.000 -2.320 -2.693 0.26
H -1.377 -3.412 -1.451 0.26

=====

No. 4
112
Properties=species:S:1:pos:R:3:mulliken_charge:R:1 method="wB97M-V/def2-TZVPD" e_homo_ev=-11.17 gap_ev=5.3228 largest_force_ev_per_a=1.353 charge=+1
C -7.584 -0.423 -5.590 -1.33
C -6.414 -0.049 -4.680 -0.27
C -5.745 -1.290 -4.076 -0.66
C -4.672 -0.999 -3.004 -0.20
Si -2.881 -1.516 -3.389 0.24
C -2.213 -2.739 -2.136 -1.08
C -2.870 -2.239 -5.121 -1.26
C -1.678 -0.052 -3.446 -0.19
Si -1.179 0.859 -1.870 -0.45
H -0.343 -0.035 -0.892 -0.23
C -0.172 2.362 -2.435 -0.46
Si 1.556 2.039 -3.137 -0.08
C 2.379 3.721 -3.256 -1.13
C 2.545 0.885 -2.033 -1.08
C 1.397 1.325 -4.886 -0.35
C 2.175 2.056 -5.978 -0.66
C 2.022 1.362 -7.340 -0.43
C 2.778 2.066 -8.459 -1.31
C -2.777 1.440 -1.077 -0.39
Si -2.743 2.602 0.410 0.23
C -3.412 4.288 -0.047 -1.16
C -3.930 1.869 1.667 -1.28
C -1.024 2.891 1.131 -0.35
C -0.810 2.145 2.449 -0.38
C -0.076 3.013 3.475 -0.39
C 0.222 2.256 4.763 -1.11
H -8.071 0.482 -5.962 0.38
H -7.252 -1.003 -6.458 0.32
H -8.336 -1.014 -5.056 0.33
H -5.672 0.534 -5.245 0.26
H -6.767 0.606 -3.870 0.34
H -6.528 -1.914 -3.622 0.37
H -5.331 -1.894 -4.894 0.15
H -4.677 0.065 -2.736 0.10
H -4.957 -1.547 -2.094 0.40
H -1.249 -3.142 -2.479 0.26
H -2.053 -2.268 -1.158 0.28
H -2.904 -3.583 -2.003 0.38
H -1.838 -2.417 -5.451 0.33
H -3.410 -3.194 -5.167 0.35
H -3.337 -1.552 -5.840 0.32
H -0.750 -0.411 -3.929 -0.06
H -2.115 0.676 -4.163 0.49
H -0.738 2.863 -3.249 0.46
H -0.095 3.108 -1.627 0.50
H 3.429 3.634 -3.563 0.34
H 1.859 4.349 -3.992 0.32
H 2.346 4.236 -2.287 0.34
H 3.570 0.779 -2.418 0.41
H 2.616 1.282 -1.009 0.29
H 2.101 -0.118 -1.977 0.28
H 1.710 0.271 -4.857 0.39
H 0.330 1.322 -5.151 0.28
H 1.825 3.095 -6.067 0.27
H 3.242 2.128 -5.720 0.34
H 2.375 0.327 -7.247 0.33
H 0.954 1.302 -7.590 0.31
H 2.609 1.541 -9.400 0.39
H 2.446 3.100 -8.588 0.32
H 3.857 2.078 -8.282 0.32
H -3.402 1.963 -1.831 0.50
H -3.357 0.545 -0.789 0.18
H -3.363 4.960 0.821 0.32
H -2.847 4.740 -0.872 0.33
H -4.461 4.192 -0.353 0.34
H -3.887 2.392 2.630 0.36
H -4.952 1.978 1.277 0.33
H -3.754 0.799 1.842 0.35
H -0.224 2.617 0.433 0.07
H -0.932 3.977 1.279 0.49
H -1.762 1.813 2.887 0.22
H -0.250 1.215 2.264 0.01
H 0.855 3.388 3.028 0.27
H -0.691 3.898 3.697 0.37
H 0.573 2.954 5.526 0.42
H -0.666 1.746 5.153 0.31
H 1.003 1.505 4.614 0.09
C 2.507 -2.327 10.850 -0.57
C 3.672 -2.153 10.091 -0.45
C 3.675 -1.363 8.933 -0.34
C 2.479 -0.753 8.555 0.48
O 2.349 -0.142 7.303 -0.37
C 2.429 -0.926 6.145 1.01
C 1.229 -1.182 5.460 -0.46
C 1.282 -1.641 4.151 -0.70
C 2.537 -1.843 3.497 0.29
C 2.582 -2.384 2.171 -0.79
C 3.416 -3.459 1.764 0.72
C 3.112 -4.154 0.540 -0.65
C 4.021 -5.047 -0.006 -0.52
C 5.289 -5.224 0.581 -0.27
C 5.569 -4.629 1.824 -0.74
C 4.591 -3.880 2.479 -0.22
C 3.715 -1.500 4.213 -0.88
C 3.684 -1.201 5.576 -0.47
C 1.348 -0.775 9.373 -0.49
C 1.353 -1.621 10.483 -0.30
H 2.505 -2.971 11.739 0.37
H 4.587 -2.659 10.391 0.37
H 4.574 -1.225 8.335 0.37
H 0.275 -0.971 5.958 0.40
H 0.355 -1.904 3.624 0.44
H 1.820 -2.048 1.459 0.59
H 2.155 -3.932 0.048 0.46
H 3.747 -5.609 -0.908 0.38
H 6.050 -5.825 0.075 0.39
H 6.553 -4.773 2.282 0.38
H 4.750 -3.579 3.522 0.65
H 4.674 -1.505 3.693 0.86
H 4.594 -1.096 6.175 0.26
H 0.472 -0.193 9.076 0.44
H 0.429 -1.750 11.049 0.36

=====

No. 5
16
Properties=species:S:1:pos:R:3:nbo_charge:R:1 method="wB97M-V/def2-TZVPD" e_homo_ev=-8.59 gap_ev=9.2753 e_above_lowest_kcal_mol=121.87 largest_force_ev_per_a=4.449
C 2.490 0.058 0.212 0.82
C -0.272 -0.341 0.477 0.32
C -1.601 -0.327 1.117 -0.65
C -0.210 0.935 -0.448 -0.65
N 0.937 -0.844 0.957 -0.24
N 2.861 -0.770 -0.714 -0.84
O 2.969 0.964 0.808 -0.54
O 0.226 -1.525 -0.068 -0.40
H -2.409 -0.602 0.403 0.23
H -1.917 0.724 1.591 0.23
H -1.627 -1.169 1.784 0.23
H 0.092 1.636 0.271 0.22
H -1.247 0.955 -0.956 0.22
H 0.611 0.930 -1.293 0.21
H 2.619 -1.739 -0.564 0.43
H 3.632 -0.660 -1.346 0.41

=====

No. 6
136
Properties=species:S:1:pos:R:3:mulliken_charge:R:1 method="wB97M-V/def2-TZVPD" e_homo_ev=-5.85 gap_ev=5.3227 e_above_lowest_kcal_mol=0.00 largest_force_ev_per_a=5.987 charge=-1
N -4.302 2.092 0.105 -0.43
B -3.155 1.219 -0.113 0.29
O -1.983 1.854 -0.639 -0.58
Al -3.032 -0.820 0.302 -0.46
S -0.932 -1.697 -0.086 -0.30
C -4.224 -1.765 -1.104 -0.32
C -5.709 -1.358 -1.011 0.24
O -6.140 -0.291 -0.818 -0.41
Br -7.047 -2.832 -1.301 -0.30
S -3.845 -1.481 2.356 0.85
O -3.092 -2.684 2.776 -0.70
O -5.232 -1.960 2.115 -0.62
C -4.002 -0.198 3.690 0.41
F -5.141 0.574 3.482 -0.32
F -4.244 -0.867 4.879 -0.30
C -2.818 0.798 3.953 0.72
F -2.924 1.188 5.282 -0.30
F -2.908 1.977 3.255 -0.21
C -1.347 0.262 3.786 0.45
F -0.553 1.060 4.587 -0.31
F -0.898 0.490 2.529 -0.06
F -1.142 -0.988 4.211 -0.22
H -4.016 3.063 0.237 0.20
H -4.927 1.766 0.837 0.09
H -1.503 1.171 -1.143 0.15
H -0.837 -2.714 0.834 0.14
H -4.171 -2.859 -0.844 0.33
H -3.755 -1.577 -2.102 0.36
C 0.606 3.132 -0.558 0.42
C 0.876 4.372 -0.148 -0.62
C 2.259 4.796 0.158 0.18
O 2.508 5.929 0.535 -0.63
C 3.335 3.791 -0.010 -0.35
C 3.068 2.553 -0.420 -0.62
C 1.682 2.129 -0.726 0.08
O 1.437 1.002 -1.102 -0.54
H -0.405 2.798 -0.787 0.57
H 0.102 5.119 -0.020 0.57
H 4.340 4.118 0.217 0.56
H 3.842 1.805 -0.547 0.68
C 1.245 -4.266 -2.152 -0.14
C 2.226 -4.300 -3.053 -0.54
C 2.247 -5.319 -4.126 0.39
O 3.144 -5.354 -4.949 -0.58
C 1.136 -6.297 -4.161 -0.40
C 0.156 -6.265 -3.262 -0.40
C 0.133 -5.245 -2.186 0.34
O -0.759 -5.214 -1.368 -0.50
H 1.213 -3.528 -1.359 0.37
H 3.045 -3.592 -3.042 0.64
H 1.169 -7.034 -4.954 0.42
H -0.663 -6.973 -3.273 0.41
C 5.807 6.431 -0.310 -0.15
C 6.074 7.669 0.099 -0.39
C 7.459 8.094 0.406 0.36
O 7.706 9.221 0.781 -0.56
C 8.535 7.088 0.237 -0.36
C 8.267 5.850 -0.172 -0.46
C 6.881 5.426 -0.478 0.44
O 6.635 4.297 -0.854 -0.53
H 4.801 6.104 -0.538 0.40
H 5.300 8.415 0.226 0.45
H 9.541 7.416 0.465 0.40
H 9.040 5.103 -0.299 0.41
C -10.701 -0.431 2.244 -0.29
C -10.438 0.807 2.659 -0.52
C -9.057 1.232 2.978 0.13
O -8.819 2.364 3.359 -0.63
C -7.978 0.232 2.819 -0.17
C -8.239 -1.007 2.404 -0.29
C -9.622 -1.434 2.084 0.23
O -9.864 -2.561 1.704 -0.58
H -11.704 -0.760 2.008 0.43
H -11.214 1.552 2.781 0.38
H -6.973 0.564 3.058 0.78
H -7.461 -1.751 2.282 0.73
C -10.851 -0.151 6.218 0.04
C -10.581 -0.097 7.521 -0.51
C -11.664 -0.112 8.531 0.33
O -11.421 -0.061 9.719 -0.55
C -13.059 -0.191 8.036 -0.42
C -13.329 -0.245 6.734 -0.40
C -12.245 -0.230 5.723 0.38
O -12.489 -0.281 4.536 -0.47
H -10.071 -0.140 5.466 0.38
H -9.569 -0.039 7.900 0.43
H -13.837 -0.202 8.788 0.39
H -14.341 -0.303 6.355 0.41
C 4.997 -1.246 2.709 -0.35
C 4.492 -1.011 1.500 -0.61
C 5.372 -0.703 0.349 0.68
O 4.912 -0.486 -0.756 -0.51
C 6.831 -0.666 0.592 -0.34
C 7.336 -0.900 1.801 -0.38
C 6.459 -1.209 2.954 0.27
O 6.919 -1.425 4.057 -0.57
H 4.371 -1.472 3.563 0.45
H 3.427 -1.034 1.302 0.69
H 7.454 -0.440 -0.258 0.33
H 8.401 -0.877 1.997 0.43
C 9.060 -1.713 -5.091 -0.47
C 9.340 -1.648 -3.793 -0.32
C 8.265 -1.656 -2.776 0.41
O 8.519 -1.596 -1.586 -0.60
C 6.867 -1.740 -3.258 -0.10
C 6.588 -1.806 -4.558 -0.44
C 7.663 -1.798 -5.576 0.32
O 7.411 -1.860 -6.760 -0.58
H 9.833 -1.708 -5.850 0.41
H 10.355 -1.586 -3.422 0.43
H 6.094 -1.745 -2.499 0.38
H 5.572 -1.868 -4.928 0.50
C 6.023 -6.647 -3.180 -0.34
C 6.643 -5.885 -4.079 -0.37
C 8.057 -5.482 -3.900 0.40
O 8.625 -4.786 -4.718 -0.54
C 8.755 -5.959 -2.683 -0.33
C 8.135 -6.720 -1.784 -0.39
C 6.721 -7.124 -1.963 0.28
O 6.157 -7.820 -1.145 -0.56
H 4.991 -6.951 -3.294 0.50
H 6.147 -5.529 -4.974 0.50
H 9.788 -5.654 -2.570 0.42
H 8.630 -7.076 -0.889 0.42
C -1.475 5.839 -4.306 -0.43
C -1.296 5.029 -3.265 -0.19
C -2.286 3.979 -2.929 0.17
O -2.127 3.237 -1.976 -0.04
C -3.480 3.864 -3.796 -0.43
C -3.659 4.675 -4.838 -0.39
C -2.670 5.724 -5.174 0.25
O -2.831 6.463 -6.125 -0.58
H -0.763 6.612 -4.566 0.43
H -0.428 5.098 -2.621 0.36
H -4.192 3.091 -3.536 0.50
H -4.527 4.605 -5.482 0.42

=====

Across the entries above, E takes the values -99920.060; -23254.131; -25555.527; -76120.740; -11348.828; -226401.362 eV, respectively.